Here is CH4OYb as an isolated structure from the OMol25 dataset. Energies are from ωB97M-V/def2-TZVPD.

Geometry as XYZ:
```
7
Properties=species:S:1:pos:R:3:nbo_charge:R:1
Yb -0.4346 0.0866 0.9166 2.180
O -1.2993 -0.0806 -1.0212 -1.268
H -1.9867 0.4336 -1.4406 0.501
C 1.2849 1.7587 0.5772 -1.153
H 0.9641 2.7095 0.1215 0.254
H 2.0408 1.4173 -0.1538 0.254
H 1.6923 2.1196 1.5393 0.232
```

Computed properties:
<S²>: 0.76
HOMO energy (spin up / spin down) in eV: -14.84 / -14.25
Relative energy (zero: lowest compared OMol25 entry of this formula, charge and spin) in kJ/mol: 0.0
Charge: +1
Largest force on an atom in eV/Å: 3.29
Kohn-Sham gap (spin up / spin down) in eV: 8.70 / 7.02
Spin multiplicity: 2

=====

Here is C24H47AuN4O2Si5Te as an isolated structure from the OMol25 dataset. Energies are from ωB97M-V/def2-TZVPD.

Geometry as XYZ:
```
84
Properties=species:S:1:pos:R:3:mulliken_charge:R:1
Au 2.2192 -0.9899 0.5651 0.560
O 3.2020 0.0555 -0.9305 -0.567
N 3.0049 -0.0708 -2.2093 -0.458
N 1.9135 -0.6071 -2.5627 1.308
O 0.9969 -1.0277 -1.7787 -0.729
C 1.7013 -0.7280 -3.9967 0.044
C 2.5247 -0.0767 -4.9028 -0.362
C 2.2627 -0.2109 -6.2557 -0.574
C 1.1938 -0.9822 -6.6956 -0.422
C 0.3804 -1.6222 -5.7738 -0.746
C 0.6288 -1.4954 -4.4140 -0.158
H 3.3474 0.5264 -4.5487 0.453
H 2.8958 0.2968 -6.9714 0.386
H 0.9956 -1.0790 -7.7548 0.396
H -0.4551 -2.2224 -6.1092 0.393
H 0.0070 -1.9717 -3.6726 0.491
C 5.3636 -2.8145 -0.7183 -1.159
C 4.7260 -3.2408 0.5695 0.668
C 5.2526 -4.2338 1.3765 -0.688
C 4.5996 -4.5487 2.5667 -0.373
C 3.4436 -3.9011 2.9474 -0.915
C 2.9349 -2.9235 2.0827 1.049
N 3.5974 -2.6302 0.9324 -0.172
N 1.8315 -2.1398 2.1941 0.016
Si 0.3806 -2.3563 3.1433 -0.214
C -1.0462 -2.0331 1.9915 -0.636
C 0.4064 -1.1871 4.5931 -1.031
C 0.2327 -4.1244 3.7441 -1.227
H 5.3363 -3.6300 -1.4425 0.304
H 6.4088 -2.5510 -0.5559 0.368
H 4.8449 -1.9534 -1.1335 0.116
H 6.1612 -4.7412 1.0851 0.406
H 5.0145 -5.3110 3.2146 0.425
H 2.9561 -4.1210 3.8830 0.335
H -1.0522 -0.9947 1.6556 -0.629
H -2.0016 -2.2469 2.4759 0.506
H -0.9595 -2.6672 1.1056 0.441
H 0.5239 -0.1577 4.2469 0.258
H 1.2489 -1.4180 5.2493 0.361
H -0.5092 -1.2493 5.1856 0.366
H 0.4481 -4.8396 2.9478 0.374
H -0.7991 -4.2874 4.0660 0.391
H 0.8736 -4.3540 4.5958 0.354
C -2.5294 5.0624 0.1748 -1.006
Si -1.0624 4.0633 0.8009 0.452
C -0.9012 4.3243 2.6543 -0.979
C 0.4468 4.7609 -0.0691 -1.068
Si -1.3687 1.7455 0.3715 0.263
Te 1.0364 1.2778 1.0187 -0.348
Si -3.2074 1.0226 1.6592 0.613
C -2.7697 0.7804 3.4635 -0.523
C -4.4976 2.3912 1.5950 -1.185
C -4.0375 -0.4889 0.9114 -1.274
Si -1.7311 1.3551 -1.9185 0.077
C -3.2429 2.3197 -2.4924 -1.041
C -2.0825 -0.4605 -2.2258 -0.687
C -0.2395 1.9189 -2.9008 -0.815
H -2.3030 6.1266 0.2882 0.392
H -3.4474 4.8572 0.7219 0.294
H -2.7183 4.8793 -0.8828 0.237
H -0.6910 5.3742 2.8735 0.399
H -0.0949 3.7188 3.0729 0.311
H -1.8266 4.0539 3.1678 0.246
H 0.5464 5.8204 0.1829 0.364
H 0.3360 4.6828 -1.1525 0.258
H 1.3739 4.2584 0.2060 0.334
H -2.5012 1.7425 3.9058 0.317
H -1.9341 0.1023 3.6138 -0.302
H -3.6341 0.3904 4.0083 0.371
H -4.1681 3.2831 2.1287 0.241
H -5.4093 2.0319 2.0814 0.415
H -4.7544 2.6777 0.5735 0.292
H -3.3399 -1.2720 0.6209 0.292
H -4.5976 -0.1848 0.0233 0.362
H -4.7531 -0.9127 1.6213 0.453
H -4.1370 2.0408 -1.9296 0.237
H -3.4365 2.1091 -3.5474 0.399
H -3.1036 3.3960 -2.3900 0.268
H -3.0253 -0.7643 -1.7683 0.449
H -1.2751 -1.0770 -1.8319 -0.035
H -2.1559 -0.6432 -3.3021 0.389
H -0.1118 3.0015 -2.8487 0.423
H -0.3593 1.6403 -3.9515 0.354
H 0.6718 1.4551 -2.5192 0.053
```

Computed properties:
HOMO energy in eV: -7.44
Relative energy (zero: lowest compared OMol25 entry of this formula, charge and spin) in kJ/mol: 0.0
Largest force on an atom in eV/Å: 0.46
Kohn-Sham gap in eV: 6.33

=====

Here is one molecule with the formula C18H21F3N2O5S2 from the OMol25 dataset. Energies are from ωB97M-V/def2-TZVPD.

Geometry as XYZ:
```
51
Properties=species:S:1:pos:R:3:nbo_charge:R:1
C 1.9416 -4.4862 1.2934 -0.642
C 3.0230 -3.6369 0.6365 -0.060
O 2.8226 -2.2479 0.8490 -0.509
C 1.7849 -1.6155 0.2430 0.283
C 1.0422 -2.1026 -0.8251 -0.282
C -0.0254 -1.3742 -1.3330 -0.180
C -0.3245 -0.1426 -0.7948 -0.357
S -1.7796 0.7727 -1.3019 2.345
O -2.6466 -0.1355 -1.9940 -0.943
O -2.2796 1.4289 -0.1249 -0.955
N -1.3117 1.9359 -2.3773 -0.679
C -0.6511 3.1061 -1.8434 -0.229
C 0.8754 3.0714 -1.9051 -0.634
C -0.9906 1.4798 -3.7110 -0.231
C -1.4005 2.4929 -4.7744 -0.614
C 0.4264 0.3852 0.2392 -0.263
C 1.4651 -0.3494 0.7824 0.168
N 2.1489 0.1205 1.8972 -0.854
S 1.3217 1.0535 3.0144 2.325
O 1.2041 2.3880 2.5237 -0.926
O 1.9631 0.8377 4.2699 -0.916
C -0.3462 0.3509 3.0211 -0.429
C -1.4414 1.1823 2.8772 -0.142
C -2.7173 0.6541 2.8083 -0.256
C -2.8861 -0.7185 2.8791 0.369
F -4.1092 -1.2450 2.8041 -0.291
C -1.7936 -1.5699 3.0323 0.248
F -1.9567 -2.8962 3.0895 -0.287
C -0.5203 -1.0171 3.1073 0.409
F 0.5428 -1.8248 3.2339 -0.309
H 1.8761 -4.2450 2.3512 0.223
H 0.9706 -4.3023 0.8404 0.216
H 2.1875 -5.5385 1.1842 0.221
H 3.9914 -3.8344 1.1029 0.200
H 3.1047 -3.8563 -0.4343 0.173
H 1.2671 -3.0657 -1.2540 0.226
H -0.6418 -1.7685 -2.1239 0.243
H -0.9879 3.1770 -0.8087 0.234
H -1.0209 3.9855 -2.3807 0.201
H 1.2266 3.1504 -2.9314 0.204
H 1.2734 3.9107 -1.3415 0.226
H 1.2630 2.1530 -1.4711 0.213
H -1.5614 0.5602 -3.8446 0.237
H 0.0789 1.2455 -3.8040 0.180
H -1.2704 2.0564 -5.7611 0.219
H -0.7954 3.3935 -4.7126 0.202
H -2.4447 2.7617 -4.6436 0.218
H 0.1787 1.3510 0.6436 0.263
H 2.7733 -0.5602 2.3083 0.441
H -1.2714 2.2432 2.7963 0.254
H -3.5788 1.2850 2.6683 0.250
```

Computed properties:
SMILES: CCOc1ccc(S(=O)(=O)N(CC)CC)cc1NS(=O)(=O)c1ccc(F)c(F)c1F
HOMO energy in eV: -8.86
Relative energy (zero: lowest compared OMol25 entry of this formula, charge and spin) in kJ/mol: 13.9
Largest force on an atom in eV/Å: 1.07
Kohn-Sham gap in eV: 9.29

=====

Here is a 4-piece molecular cluster, C2H14N2O3 overall from the OMol25 dataset. Energies are from ωB97M-V/def2-TZVPD.

Geometry as XYZ:
```
21
Properties=species:S:1:pos:R:3:nbo_charge:R:1
N -0.1826 2.4460 0.2865 -0.849
C -0.4947 1.1033 0.8393 -0.230
C -0.9869 0.1653 -0.2783 -0.224
N -0.8459 -1.2462 0.1539 -0.830
H -1.0415 2.8523 -0.0458 0.361
H 0.0093 2.9983 1.1171 0.363
H -1.2288 1.1280 1.6419 0.187
H 0.4311 0.6361 1.1846 0.182
H -2.0281 0.4140 -0.4806 0.183
H -0.3529 0.3394 -1.1482 0.175
H -0.6487 -1.7160 -0.7320 0.365
H 0.0716 -1.3641 0.5801 0.343
O -1.7617 -3.2364 2.3515 -0.930
H -0.9092 -3.0151 1.9720 0.466
H -2.1690 -3.7185 1.6348 0.464
O 1.8591 -1.3171 -1.8705 -0.970
H 1.8429 -0.3494 -1.7785 0.491
H 2.7796 -1.4932 -1.7100 0.466
O 2.1473 1.5232 -1.1439 -0.983
H 1.4158 1.8567 -0.6104 0.500
H 2.0935 1.9936 -1.9634 0.471
```

Computed properties:
SMILES: NCCN.O.O.O
HOMO energy in eV: -9.63
Relative energy (zero: lowest compared OMol25 entry of this formula, charge and spin) in kJ/mol: 70.7
Largest force on an atom in eV/Å: 1.28
Kohn-Sham gap in eV: 10.37

=====

Here is a 2-piece molecular cluster, C17H9F3N3O3S2 overall from the OMol25 dataset. Energies are from ωB97M-V/def2-TZVPD.

Geometry as XYZ:
```
37
Properties=species:S:1:pos:R:3:nbo_charge:R:1
C -1.7694 1.7668 -2.0039 -0.620
C -0.6604 2.2063 -2.7386 0.287
N 0.2346 2.6774 -3.3591 -0.438
C -2.3542 2.9129 -1.2497 0.130
C -3.6614 2.8867 -0.6934 -0.276
C -4.2289 4.0522 -0.1681 -0.212
C -3.5372 5.2779 -0.2341 -0.279
C -2.2371 5.2952 -0.7403 -0.207
C -1.6489 4.1373 -1.2170 -0.275
C -2.6675 0.7413 -2.3610 0.309
N -3.5975 0.0532 -2.6094 -0.439
H -4.2504 1.9617 -0.7137 0.224
H -5.2419 4.0288 0.2481 0.199
H -4.0024 6.2015 0.1341 0.196
H -1.6870 6.2337 -0.7713 0.199
H -0.6763 4.2468 -1.6974 0.232
F 1.0734 -2.2311 -4.2115 -0.331
C 1.2201 -1.7378 -2.9578 0.815
F 0.8483 -2.6958 -2.0540 -0.326
F 2.5422 -1.4743 -2.8421 -0.323
S 0.1166 -0.2838 -2.7633 0.508
N 0.6650 0.2152 -1.1133 -0.839
C -0.2451 -0.1129 -0.1081 0.659
O -0.9787 -1.0971 -0.0909 -0.525
C -0.0230 0.9076 0.9446 -0.035
C 1.3047 1.2861 1.0243 -0.320
C 1.7939 2.0883 2.0452 -0.178
C 0.8808 2.6478 2.9489 -0.211
C -0.4891 2.3769 2.7644 -0.184
C -0.9585 1.4423 1.8344 -0.185
S 2.2473 0.6808 -0.3783 2.286
O 2.9816 -0.5326 -0.1023 -0.889
O 2.8781 1.8008 -0.9773 -0.867
H 2.8907 2.1582 2.0865 0.229
H 1.2138 3.2730 3.7816 0.220
H -1.1892 2.8686 3.4272 0.216
H -2.0101 1.1423 1.7546 0.249
```

Computed properties:
HOMO energy in eV: -4.00
Relative energy (zero: lowest compared OMol25 entry of this formula, charge and spin) in kJ/mol: 162.7
Charge: -1
Largest force on an atom in eV/Å: 3.25
Kohn-Sham gap in eV: 6.43